No. 1
This record from the OMol25 dataset describes an isolated molecule of C4H4FNOS at a distorted geometry. The level of theory is ωB97M-V with the def2-TZVPD basis set.

The HOMO energy is -9.39 eV. The LUMO energy comes out at -0.0495 hartree. The spin multiplicity is 1. The energy above the lowest of the compared OMol25 structures with the same formula, charge and spin comes out at 35.1 kcal per mole. The calculation puts the HOMO-LUMO gap at 8.0 eV.

Last column: Mulliken charge in e.
Atoms and positions in Å:
1 C -0.9967 -0.3884 -0.4370  0.53
2 C 0.2109 -0.1575 0.5749  0.47
3 C -0.1130 0.4391 1.7846  -0.16
4 C 1.5935 -0.1017 0.0385  -0.33
5 H 0.0899 0.3898 -2.0410  0.11
6 H -1.7799 -0.0645 -2.3131  0.28
7 H 0.6585 0.6807 2.6043  0.31
8 H 2.3388 -0.3235 0.9050  0.23
9 N -0.8117 -0.0452 -1.7120  -0.37
10 O -1.9706 -0.9897 -0.0673  -0.58
11 F -1.4327 0.6223 2.1601  -0.19
12 S 2.2131 -0.0613 -1.4971  -0.29

No. 2
This record from the OMol25 dataset describes an isolated molecule of C4H4FNS at a distorted geometry. The level of theory is ωB97M-V with the def2-TZVPD basis set.

The HOMO energy is -8.23 eV. The LUMO energy comes out at 0.0239 hartree. The spin multiplicity is 1. The energy above the lowest of the compared OMol25 structures with the same formula, charge and spin comes out at 17.0 kcal per mole. The calculation puts the HOMO-LUMO gap at 8.9 eV.

Last column: Mulliken charge in e.
Atoms and positions in Å:
1 C 1.5464 0.2906 0.1749  -0.21
2 C 0.2681 -0.0394 0.0681  0.33
3 C -0.8371 0.9371 -0.3434  -0.46
4 C -0.2411 -1.4037 0.2366  -0.25
5 H 2.3271 -0.4344 0.3683  0.35
6 H -1.0291 1.6190 0.4995  0.30
7 H -0.7264 1.4282 -1.3200  0.34
8 H 0.4850 -2.1037 0.6282  0.34
9 N -1.5024 -1.5878 0.0693  -0.49
10 F 2.0140 1.4828 -0.0044  -0.23
11 S -2.3045 -0.1885 -0.3772  -0.02

Q: Which formula does entry 1 have?
A: C4H4FNOS